# 1
The following is a DFT calculation (ωB97M-V/def2-TZVPD) of a 7-piece molecular cluster, C20H58N4O7 overall at a distorted geometry.

Last column: Löwdin charge in e.
Positions of all 89 atoms, in Å:
C -21.528 21.082 -21.533  -0.092
C -22.344 21.938 -20.592  -0.308
O -21.585 23.105 -20.278  -0.099
H -21.997 20.124 -21.771  0.075
H -20.620 20.775 -20.996  0.073
H -21.155 21.558 -22.437  0.072
H -22.659 21.352 -19.726  0.109
H -23.299 22.167 -21.079  0.112
H -22.179 23.855 -20.402  0.089
C -19.678 14.257 -15.688  -0.062
C -20.101 15.646 -15.115  -0.438
C -20.221 16.685 -16.197  -0.223
O -20.364 17.955 -15.595  -0.165
C -20.300 19.013 -16.507  -0.120
N -21.283 15.540 -14.275  0.048
H -20.462 13.876 -16.343  0.076
H -19.389 13.561 -14.899  0.073
H -18.733 14.325 -16.243  0.051
H -19.213 15.866 -14.511  0.139
H -21.016 16.426 -16.916  0.133
H -19.345 16.794 -16.850  0.103
H -19.289 19.444 -16.460  0.075
H -20.940 19.868 -16.279  0.086
H -20.485 18.741 -17.551  0.088
H -22.086 15.277 -14.834  0.074
H -21.077 14.823 -13.592  0.069
C -15.740 19.637 -17.507  -0.053
C -14.975 18.384 -17.105  -0.437
C -14.940 17.382 -18.245  -0.219
O -16.190 16.797 -18.504  -0.171
C -16.665 15.962 -17.479  -0.124
N -13.642 18.780 -16.616  0.029
H -16.818 19.498 -17.383  0.060
H -15.682 19.826 -18.586  0.082
H -15.397 20.529 -16.989  0.070
H -15.512 18.001 -16.223  0.127
H -14.163 16.611 -18.134  0.123
H -14.637 17.911 -19.152  0.127
H -17.403 15.263 -17.879  0.080
H -17.249 16.497 -16.718  0.069
H -15.822 15.440 -17.015  0.098
H -13.126 17.993 -16.233  0.066
H -13.790 19.405 -15.832  0.069
C -15.048 26.647 -14.944  -0.059
C -16.117 26.174 -15.933  -0.435
C -16.479 27.210 -16.981  -0.208
O -15.367 27.573 -17.772  -0.181
C -15.297 28.941 -18.039  -0.131
N -15.791 24.875 -16.507  0.062
H -15.372 27.434 -14.259  0.076
H -14.152 27.025 -15.440  0.075
H -14.767 25.820 -14.288  0.071
H -17.001 26.037 -15.298  0.130
H -16.891 28.118 -16.521  0.123
H -17.278 26.767 -17.593  0.118
H -15.129 29.543 -17.137  0.088
H -16.218 29.295 -18.511  0.087
H -14.465 29.205 -18.691  0.086
H -16.453 24.719 -17.263  0.044
H -14.875 24.886 -16.950  0.093
C -17.576 24.048 -20.848  -0.048
C -18.506 25.254 -20.761  -0.393
C -19.370 25.394 -22.029  -0.219
O -20.223 26.487 -21.821  -0.183
C -20.990 26.833 -22.936  -0.121
N -19.355 25.131 -19.558  0.056
H -16.864 23.963 -20.034  0.071
H -17.024 24.026 -21.790  0.081
H -18.226 23.167 -20.809  0.082
H -17.953 26.196 -20.720  0.141
H -19.925 24.459 -22.189  0.124
H -18.694 25.578 -22.874  0.129
H -21.337 27.865 -22.880  0.087
H -21.921 26.254 -22.997  0.084
H -20.468 26.717 -23.889  0.087
H -19.705 26.051 -19.309  0.092
H -20.180 24.577 -19.775  0.053
C -17.025 23.070 -13.957  -0.176
O -16.431 22.263 -14.948  -0.140
H -18.081 23.209 -14.228  0.072
H -16.995 22.713 -12.932  0.075
H -16.647 24.098 -13.959  0.052
H -16.482 22.794 -15.760  0.034
C -18.808 22.277 -17.457  -0.149
O -18.100 23.486 -17.631  -0.186
H -18.152 21.417 -17.623  0.057
H -19.177 22.206 -16.434  0.073
H -19.593 22.215 -18.216  0.073
H -18.468 24.078 -18.339  0.022

Values from the calculation:
**Orbital gap**: 9.3 eV
**Energy relative to the best compared isomer or geometry (same formula, charge and spin)**: 0.0000 eV
**HOMO energy**: -8.93 eV
**Total charge**: 0
**SMILES string**: COC[C@H](C)N.COC[C@H](C)N.COC[C@H](C)N.COC[C@H](C)N.CCO.CO.CO

# 2
The following is a DFT calculation (ωB97M-V/def2-TZVPD) of H20HeO10 as an isolated structure.

Last column: Löwdin charge in e.
Positions of all 31 atoms, in Å:
He -0.505 -0.026 0.017  0.210
O -1.212 -2.793 -0.645  -0.062
H -1.355 -2.546 0.269  -0.027
H -1.971 -3.332 -0.869  0.038
O -1.473 1.206 -2.198  -0.097
H -2.234 0.872 -1.723  -0.050
H -0.781 0.569 -2.021  -0.057
O 1.520 0.547 3.116  -0.040
H 0.793 0.815 3.679  0.032
H 2.281 0.533 3.697  0.056
O 3.023 -1.454 -1.629  -0.037
H 3.077 -1.491 -0.674  0.039
H 2.597 -2.274 -1.877  0.046
O -1.349 -1.613 1.851  -0.065
H -0.573 -1.864 2.353  0.054
H -1.309 -0.657 1.810  -0.032
O 2.644 2.086 -2.288  -0.055
H 2.342 2.963 -2.524  0.031
H 2.276 1.931 -1.418  -0.022
O -3.681 0.195 -0.821  -0.043
H -3.931 1.033 -0.431  0.050
H -4.088 0.202 -1.687  0.054
O -1.379 1.157 2.637  -0.045
H -1.321 2.085 2.861  0.058
H -2.224 0.877 2.990  0.054
O 0.370 -0.731 -2.585  -0.059
H -0.071 -1.340 -1.993  -0.003
H 1.268 -0.683 -2.256  0.001
O 2.216 1.417 0.501  -0.054
H 1.902 1.127 1.358  -0.019
H 3.146 1.190 0.497  0.044

Values from the calculation:
**Orbital gap**: 9.4 eV
**Energy relative to the best compared isomer or geometry (same formula, charge and spin)**: 1.0872 eV
**HOMO energy**: -9.60 eV
**Total charge**: 0